Density functional theory data (ωB97M-V/def2-TZVPD) for the molecule C14H18N2O3 in a non-equilibrium geometry.

gap between HOMO and LUMO: 0.351 hartree
relative energy (zero: lowest compared OMol25 entry of this formula, charge and spin): 324.3 kJ/mol
E_HOMO: -9.0 eV

Element x y z (Å)
C (-0.32730, 0.07873, -0.01521)
C (0.99949, 0.85588, 0.08642)
C (-1.32935, 0.80019, -0.88187)
C (-2.83688, 0.27187, -0.77832)
C (-3.78331, 0.79251, -1.73381)
C (-3.27379, -0.72259, 0.10706)
C (-4.98400, 0.26267, -1.66632)
C (-4.63899, -1.21238, 0.16466)
C (-5.46820, -0.63267, -0.71914)
C (3.23843, 0.75573, 0.51441)
C (4.01832, 0.91986, -0.93078)
C (4.12228, -0.06892, 1.39903)
C (3.35628, -1.45353, 1.40209)
C (2.08738, -1.34602, 0.57683)
H (0.05671, -0.36576, 1.88559)
H (-1.04257, 0.80160, 1.68082)
H (-0.34924, -0.95399, -0.35319)
H (-1.50043, 1.83945, -0.54849)
H (-1.19841, 0.79622, -1.96440)
H (-3.48469, 1.58215, -2.39608)
H (-2.52464, -1.09436, 0.85128)
H (-5.78265, 0.66756, -2.27678)
H (-5.07902, -2.04765, 0.67961)
H (-6.52332, -0.95147, -0.75919)
H (3.10359, 1.77649, 0.81020)
H (5.14654, -0.29999, 1.05539)
H (4.16015, 0.30268, 2.40070)
H (3.07046, -1.77511, 2.45312)
H (4.05087, -2.17348, 0.91235)
H (2.24467, -1.55095, -0.46794)
H (1.12338, -1.82328, 0.77103)
H (2.62495, 1.87121, -1.09536)
N (-0.75163, -0.13010, 1.36341)
N (1.95578, 0.11404, 0.64412)
O (1.15610, 1.97464, -0.16946)
O (5.16613, 0.64812, -1.18974)
O (3.19690, 1.49063, -1.81207)

Density functional theory data (ωB97M-V/def2-TZVPD) for the molecule C14H18N2O3 in a non-equilibrium geometry.

gap between HOMO and LUMO: 0.364 hartree
relative energy (zero: lowest compared OMol25 entry of this formula, charge and spin): 1247.5 kJ/mol
E_HOMO: -9.5 eV

Element x y z (Å)
O (3.25015, 2.71609, 0.64944)
C (2.76917, 1.73650, 0.11908)
N (1.49826, 1.91078, -0.33708)
H (0.96522, 2.69763, -0.24014)
C (0.55382, 0.59631, -1.03417)
H (-0.01676, 1.07318, -1.72982)
H (1.09595, -0.17530, -1.00987)
C (-0.56609, 0.26768, -0.03861)
C (-1.30451, -0.93218, -0.63279)
C (-2.26825, -1.56281, 0.40021)
H (-2.86814, -2.16888, -0.03595)
H (-1.92858, -1.77364, 1.22120)
C (-3.32254, -0.63649, 0.68828)
C (-4.19601, -0.00660, -0.34315)
O (-3.87762, 0.40256, -1.53814)
O (-5.56614, -0.45746, -0.02865)
H (-6.01423, -0.35714, -0.86496)
C (-2.67534, 0.73117, 1.44835)
C (-1.47281, 1.43208, 0.34951)
H (-2.08516, 1.70259, -0.39198)
H (-1.13803, 2.17996, 0.78870)
H (-3.49307, 1.65739, 1.73664)
H (-2.17277, 0.61561, 2.36741)
H (-4.07439, -0.81865, 1.73744)
H (-1.72891, -0.47765, -1.71144)
H (-0.43999, -1.71550, -0.77751)
H (-0.04272, -0.25283, 1.00876)
C (3.31613, 0.56939, -0.01465)
C (4.25869, 0.17952, -0.75227)
C (5.00057, -1.05699, -0.82589)
C (4.52448, -1.90000, -0.09125)
N (3.49285, -1.85567, 0.69093)
C (2.96148, -0.61279, 0.87088)
H (2.12084, -0.67495, 1.56279)
H (4.93053, -3.06107, -0.02948)
H (5.83072, -1.00129, -1.53249)
H (4.68322, 1.02944, -1.67935)

Density functional theory data (ωB97M-V/def2-TZVPD) for the molecule C14H18N2O3 in a non-equilibrium geometry.

gap between HOMO and LUMO: 0.353 hartree
relative energy (zero: lowest compared OMol25 entry of this formula, charge and spin): 238.8 kJ/mol
E_HOMO: -9.2 eV

Element x y z (Å)
C (-0.08660, -0.91637, 0.08732)
C (-0.66692, 0.47183, 0.31410)
C (-0.15861, -0.94501, -1.40955)
C (0.72997, -2.03906, -2.06346)
C (0.12853, -3.06030, -2.71410)
C (2.11675, -2.04424, -1.86857)
C (0.91982, -4.12274, -3.21787)
C (2.89995, -3.11520, -2.38000)
C (2.30630, -4.15356, -3.06595)
C (-1.30942, 2.35863, 1.61464)
C (-0.64932, 3.52869, 0.86458)
C (-1.43424, 2.50492, 3.13038)
C (-0.25778, 1.68942, 3.75825)
C (0.12176, 0.68121, 2.66446)
H (-1.00459, -1.90266, 1.66864)
H (-1.90811, -2.00486, 0.22907)
H (0.97278, -0.98226, 0.43114)
H (-1.22927, -1.27249, -1.73866)
H (0.17120, -0.00896, -1.80971)
H (-0.96411, -2.98354, -2.79474)
H (2.64737, -1.14566, -1.49320)
H (0.37270, -4.86694, -3.73822)
H (3.91116, -2.96201, -2.31229)
H (2.93148, -4.87871, -3.51748)
H (-2.25259, 2.24068, 1.08450)
H (-1.69395, 3.45924, 3.63257)
H (-2.25433, 1.87271, 3.43694)
H (-0.57590, 1.12752, 4.68531)
H (0.57930, 2.41614, 4.00034)
H (1.18446, 0.59322, 2.48067)
H (-0.20462, -0.26508, 3.07139)
H (-0.60921, 2.21316, -0.52869)
N (-0.92529, -1.91327, 0.61988)
N (-0.50430, 1.19956, 1.46833)
O (-1.44645, 0.86764, -0.47254)
O (-0.58299, 4.64662, 1.37623)
O (-0.22402, 3.15040, -0.36500)